# 1
ORCA calculation (wB97M-V/def2-TZVPD) on C4H5NO2 in the gas phase in a non-equilibrium geometry.

The geometry in XYZ format:
```
12
Properties=species:S:1:pos:R:3:forces:R:3
C 0.295 -0.560 0.815 1.6 -0.3 2.6
C 0.370 0.989 0.797 -1.8 -1.7 0.7
C -0.500 0.787 -1.411 0.5 2.3 -2.6
C -0.605 -0.486 -1.424 0.0 -2.0 2.1
H 1.358 1.328 1.190 -0.8 -0.1 -0.7
H -0.480 1.249 1.469 1.0 0.1 0.3
H -0.594 1.264 -2.402 -0.2 0.4 1.0
H -0.938 -0.993 -2.273 -0.4 -1.0 -0.9
H -0.076 -2.255 -0.372 -0.8 3.1 1.0
N -0.324 -1.184 -0.215 0.9 -3.7 -1.2
O 0.751 -1.123 1.829 -0.9 0.7 -2.2
O -0.045 1.537 -0.425 0.9 2.1 -0.1
```
Forces are in eV/Å.

ΔE to the lowest compared entry with this formula, charge and spin ... 37.6 kcal per mole
Highest occupied orbital energy ... -8.559 eV
Max |F| ... 3.99 eV/A
Kohn-Sham gap ... 0.3399 hartree



# 2
ORCA calculation (wB97M-V/def2-TZVPD) on a molecular structure, C15H34IInN2.

The geometry in XYZ format:
```
53
Properties=species:S:1:pos:R:3:forces:R:3
C 0.897 3.305 7.674 0.1 0.1 -0.1
C 1.390 4.212 6.823 0.0 0.0 -0.1
C 1.078 4.290 5.376 0.3 -0.3 0.0
In 2.103 2.661 4.257 0.3 0.2 0.3
C 3.970 3.323 3.362 0.0 0.0 0.1
N 2.378 0.918 5.396 -0.1 -0.1 -0.2
I 0.416 1.945 2.054 -0.3 -0.1 -0.1
H 0.470 2.382 7.296 -0.6 0.2 0.1
H 0.899 3.478 8.743 0.5 -0.3 0.0
H 2.106 4.939 7.207 -0.4 0.3 0.1
H 0.006 4.213 5.222 0.0 0.0 -0.1
H 1.446 5.218 4.940 -0.1 0.1 0.0
H 4.767 2.622 3.611 0.0 -0.1 -0.1
H 3.897 3.424 2.280 0.0 0.0 0.0
H 4.234 4.292 3.791 0.0 0.0 -0.1
H 1.515 0.393 5.505 0.0 0.0 0.0
H 2.646 1.197 6.336 -0.1 0.0 0.0
C -0.725 -4.447 -3.836 0.0 0.0 0.0
C 0.047 -3.183 -4.197 0.0 0.0 0.0
C 0.495 -2.328 -3.004 0.1 0.0 -0.1
C -0.470 -2.099 -1.848 0.1 -0.1 0.0
N -1.495 -0.969 -1.964 -0.1 0.0 0.2
C -1.839 -0.559 -3.368 -0.1 0.0 0.0
C -2.922 -1.520 -3.837 0.0 -0.1 0.0
C -3.655 -1.968 -2.559 0.0 -0.1 0.0
C -2.823 -1.432 -1.394 0.0 0.0 0.0
C -1.050 0.229 -1.142 0.0 0.2 0.0
C 0.210 0.951 -1.586 0.1 -0.1 -0.1
C 1.518 0.336 -1.099 0.2 0.0 0.1
H -1.634 -4.238 -3.268 0.0 0.0 0.0
H -1.031 -4.976 -4.738 0.0 0.0 0.0
H -0.113 -5.129 -3.243 0.0 0.0 0.0
H -0.526 -2.586 -4.910 0.0 0.0 0.0
H 0.953 -3.469 -4.734 0.0 0.0 0.0
H 0.884 -1.375 -3.366 0.0 0.0 0.0
H 1.353 -2.825 -2.543 0.0 0.0 0.0
H 0.109 -1.856 -0.960 -0.1 0.0 0.0
H -1.019 -3.008 -1.614 0.0 0.0 -0.2
H -2.224 0.458 -3.298 0.0 0.0 0.0
H -0.950 -0.544 -3.989 0.0 0.0 0.0
H -2.499 -2.380 -4.349 0.0 0.0 0.0
H -3.584 -1.030 -4.548 0.0 0.0 0.0
H -3.747 -3.052 -2.520 0.0 0.0 0.0
H -4.664 -1.564 -2.507 0.0 0.0 0.0
H -2.628 -2.164 -0.615 0.0 0.1 0.1
H -3.293 -0.567 -0.934 0.0 0.0 0.0
H -0.938 -0.117 -0.113 0.0 0.0 0.0
H -1.896 0.915 -1.172 0.0 0.0 0.0
H 0.125 1.929 -1.107 0.0 0.0 0.0
H 0.220 1.141 -2.664 -0.1 0.0 0.0
H 1.393 0.039 -0.057 0.2 0.0 0.0
H 2.306 1.088 -1.119 0.0 0.0 0.1
H 1.891 -0.514 -1.670 -0.2 0.0 -0.1
```
Forces are in eV/Å.

Highest occupied orbital energy ... -6.132 eV
Max |F| ... 0.61 eV/A
Kohn-Sham gap ... 0.2105 hartree



# 3
ORCA calculation (wB97M-V/def2-TZVPD) on a molecular structure, C6H8LaO5 in a non-equilibrium geometry.

The geometry in XYZ format:
```
20
Properties=species:S:1:pos:R:3:forces:R:3
La 0.843 -0.178 -2.516 -0.2 -1.2 4.0
O 0.979 -1.143 -0.214 -0.2 2.0 -5.3
O -0.385 -1.693 1.452 0.0 1.4 -1.8
C -0.364 -1.586 2.881 -0.2 0.2 0.9
C 1.011 -0.972 3.153 -0.2 -0.1 1.0
O 1.407 -0.467 1.869 -0.7 0.6 -1.9
C 0.507 -0.825 0.930 1.0 -2.1 4.3
H -1.188 -0.935 3.198 0.1 -0.2 0.0
H -0.487 -2.589 3.298 0.0 0.2 -0.2
H 1.752 -1.709 3.479 -0.1 0.3 -0.1
H 0.969 -0.126 3.847 0.1 -0.3 -0.1
O -0.836 1.180 -0.759 0.9 -0.3 -1.9
C -1.907 2.185 -0.908 -0.7 0.7 -0.3
C -2.299 2.429 0.548 -0.6 0.5 0.0
O -1.381 1.553 1.286 0.7 -0.2 -0.5
C -0.589 0.942 0.513 0.0 -1.4 1.9
H -1.467 3.051 -1.407 -0.2 -0.1 0.1
H -2.693 1.727 -1.513 0.1 0.2 0.1
H -3.312 2.104 0.796 0.2 0.1 0.0
H -2.115 3.449 0.894 -0.1 -0.2 -0.1
```
Forces are in eV/Å.

ΔE to the lowest compared entry with this formula, charge and spin ... 12.3 kcal per mole
Highest occupied orbital energy ... -20.299 eV
Max |F| ... 5.68 eV/A
Net charge ... +3
Kohn-Sham gap ... 0.2102 hartree



# 4
ORCA calculation (wB97M-V/def2-TZVPD) on a gas-phase ion, C7H6N3O4 (charge -1) in a non-equilibrium geometry.

The geometry in XYZ format:
```
20
Properties=species:S:1:pos:R:3:forces:R:3
C -0.175 1.389 -0.939 1.7 0.1 0.8
C -0.799 2.084 0.220 -0.7 -1.7 0.8
C 0.187 0.078 -0.847 -1.7 0.3 1.5
C -0.806 0.130 1.582 -1.1 -0.4 1.0
C -1.018 -0.260 2.883 0.0 -0.9 -2.5
C -1.493 0.662 3.926 0.4 0.5 2.0
C -0.398 -0.802 0.490 5.4 2.4 -1.6
N -1.112 1.447 1.303 0.5 1.9 -0.6
N 1.024 -0.662 -1.734 -2.2 1.2 1.5
N -1.326 -1.680 -0.106 -2.4 0.4 -0.1
O -2.687 0.860 4.140 -0.8 -0.1 -0.5
O -1.035 -2.827 -0.202 1.0 -2.9 -0.3
O -0.517 1.042 4.617 0.4 0.1 -0.2
O -2.369 -1.223 -0.500 -0.8 0.6 -0.2
H 0.362 2.099 -1.603 -0.6 -0.8 -0.2
H -1.021 3.175 0.206 0.2 -0.9 -0.3
H -0.906 -1.316 3.175 0.2 0.5 -0.1
H 0.553 -1.407 0.748 -1.8 0.6 -0.1
H 1.785 -0.031 -1.900 1.0 -0.8 -0.3
H 1.119 -1.552 -1.267 1.2 -0.2 -0.6
```
Forces are in eV/Å.

Highest occupied orbital energy (spin up / spin down) ... -4.233 / -4.234 eV
Max |F| ... 6.16 eV/A
Net charge ... -1
Kohn-Sham gap (spin up / spin down) ... 0.2633 / 0.2633 hartree